Entry 1:
Density functional theory data (ωB97M-V with the def2-TZVPD basis set) for a cluster of 2 separate species, C4H12S2 in total at a distorted geometry.

Computed properties:
SMILES	CCS.CCS
2S+1	1
ΔE to the lowest compared entry with this formula, charge and spin	165.0	kJ/mol
LUMO level	0.7	eV

Structure (XYZ):
```
18
Properties=species:S:1:pos:R:3:nbo_charge:R:1
C -2.17245 -0.83957 -0.99994 -0.612
C -2.53420 0.52747 -0.13876 -0.522
S -1.71199 1.97686 -0.85227 -0.075
H -1.34271 -1.36872 -0.47406 0.220
H -3.01776 -1.45418 -0.91892 0.201
H -1.87190 -0.43045 -1.93295 0.219
H -2.36915 0.47327 0.97954 0.220
H -3.54742 0.73832 -0.42782 0.218
H -0.45630 2.11318 -0.33603 0.125
C 3.63791 -0.81456 1.07759 -0.615
C 2.51950 -0.46368 0.22919 -0.502
S 0.87268 -1.15818 0.67865 -0.082
H 3.53290 -0.75978 2.15546 0.230
H 3.87568 -2.03897 0.93931 0.184
H 4.53154 -0.39083 0.59229 0.222
H 2.63120 -0.79051 -0.78407 0.228
H 2.41749 0.65033 0.41598 0.217
H 0.34091 -0.29852 1.56070 0.125
```

=====

Entry 2:
Density functional theory data (ωB97M-V with the def2-TZVPD basis set) for a cluster of 5 separate species, C2H14O4 in total at a distorted geometry.

Computed properties:
SMILES	CC.O.O.O.O
2S+1	1
ΔE to the lowest compared entry with this formula, charge and spin	73.5	kJ/mol
LUMO level	0.6	eV

Structure (XYZ):
```
20
Properties=species:S:1:pos:R:3:nbo_charge:R:1
C 3.79589 -1.43582 1.86403 -0.599
C 3.37629 -0.05400 2.42143 -0.618
H 4.13272 -2.09221 2.66579 0.197
H 4.66614 -1.33274 1.21166 0.199
H 3.01061 -1.93593 1.30401 0.196
H 4.31181 0.49571 2.53427 0.203
H 2.80682 0.32305 1.58430 0.212
H 2.96992 -0.20274 3.40217 0.209
O -1.91804 -0.80329 -2.25316 -0.978
H -2.32517 -1.43231 -2.84808 0.473
H -2.35668 0.05325 -2.29204 0.497
O -2.23135 2.01464 -2.48477 -0.966
H -3.01137 2.41297 -2.07242 0.486
H -1.50420 2.63215 -2.38007 0.489
O -0.22708 0.87410 0.21635 -0.942
H 0.13813 0.27287 0.87767 0.463
H -0.40533 0.23555 -0.48999 0.479
O -5.05159 0.27824 -0.83634 -0.944
H -5.85727 -0.11115 -1.18091 0.470
H -4.32025 -0.19236 -1.24388 0.472
```

=====

Entry 3:
Density functional theory data (ωB97M-V with the def2-TZVPD basis set) for a structure of composition C3H5IN2S at a distorted geometry.

Computed properties:
2S+1	1
ΔE to the lowest compared entry with this formula, charge and spin	71.8	kJ/mol
LUMO level	-0.2	eV

Structure (XYZ):
```
12
Properties=species:S:1:pos:R:3:nbo_charge:R:1
C 0.61596 -0.26618 0.23814 0.182
C 0.41049 -0.91899 -1.03754 -0.317
C -0.27813 1.07322 1.93673 -0.080
N -0.24091 0.42968 0.75415 -0.429
N -0.79529 -0.59720 -1.71312 -0.722
S -0.61016 0.38548 3.40788 -0.082
I -0.57218 1.26388 -2.55737 0.238
H 1.59365 -0.31179 0.67456 0.166
H 1.31364 -0.71299 -1.49017 0.224
H 0.41845 -1.97467 -0.94401 0.233
H -0.24682 2.15354 1.93985 0.205
H -1.60869 -0.52397 -1.20910 0.381
```

=====

Entry 4:
Density functional theory data (ωB97M-V with the def2-TZVPD basis set) for a cluster of 2 separate species, ClO4S2 in total at a distorted geometry.

Computed properties:
net charge	-1
2S+1	1
ΔE to the lowest compared entry with this formula, charge and spin	174.2	kJ/mol
LUMO level (spin up / spin down)	2.1 / 3.2	eV

Structure (XYZ):
```
7
Properties=species:S:1:pos:R:3:nbo_charge:R:1
O -1.52498 0.03673 1.47093 -0.950
O 2.21601 -1.52376 -0.66756 -0.884
O -1.41829 1.54665 -0.48054 -0.928
O -1.90502 -0.85952 -0.79347 -0.935
S 1.78360 -0.70244 0.49082 0.834
S -1.34456 0.19259 0.03408 2.190
Cl 2.19325 1.30975 -0.05427 -0.328
```

=====

Entry 5:
Density functional theory data (ωB97M-V with the def2-TZVPD basis set) for a structure of composition C20H28BrN6O3S at a distorted geometry.

Computed properties:
net charge	+1
2S+1	1
LUMO level	-2.5	eV

Structure (XYZ):
```
59
Properties=species:S:1:pos:R:3:nbo_charge:R:1
C 6.66481 -0.97874 1.07513 -0.611
C 5.65079 -0.26125 0.13646 -0.407
C 5.36686 -1.07039 -1.16710 -0.267
Br 6.78844 -0.91244 -2.50578 0.011
C 3.97448 -0.67718 -1.69263 -0.044
C 3.67310 0.55119 -2.22736 -0.016
C 4.71388 1.64655 -2.39564 -0.143
O 4.27012 2.90487 -1.80792 -0.437
N 5.25051 3.29263 -0.85654 0.389
O 4.72089 3.51449 0.16049 -0.237
C 2.28870 0.84320 -2.66760 0.028
C 1.95767 2.21482 -3.26642 -0.653
C 1.33710 -0.13055 -2.52451 -0.042
C -0.13011 0.15642 -2.92909 -0.416
C -0.74353 1.08639 -1.80309 -0.488
C -1.00639 0.36917 -0.47577 0.705
N -0.00204 -0.15544 0.31814 -0.812
O -2.17025 0.28523 -0.07610 -0.682
C 1.60973 -1.44187 -2.00945 0.085
N 0.75658 -2.45122 -1.83460 -0.599
S 1.65898 -3.64988 -1.19831 0.942
N 3.11878 -2.94612 -1.09295 -0.615
C 2.97181 -1.71214 -1.58572 0.156
H 6.35022 -2.02227 1.22529 0.209
H 7.68080 -0.88295 0.66646 0.222
H 6.58208 -0.48080 2.05690 0.217
H 5.90227 0.79174 -0.04955 0.206
H 4.68791 -0.25762 0.68849 0.205
H 5.33488 -2.12356 -0.84960 0.254
H 4.81950 1.83539 -3.48044 0.208
H 5.69176 1.41793 -1.96359 0.229
H 1.85398 2.96801 -2.46987 0.244
H 1.07066 2.19135 -3.90966 0.219
H 2.79845 2.52080 -3.91469 0.233
H -0.17614 0.70982 -3.87433 0.227
H -0.72683 -0.76664 -2.94251 0.241
H -1.66371 1.58881 -2.12915 0.239
H 0.00737 1.87093 -1.58536 0.224
H -0.20911 -0.08686 1.30634 0.400
H 0.91588 0.20794 0.07941 0.391
C -5.98261 -1.52795 5.58490 -0.629
C -6.88531 -1.20916 4.41195 -0.211
N -6.16146 -0.72762 3.22040 -0.278
C -4.80394 -0.53123 3.07785 -0.051
C -4.60508 -0.02477 1.83528 -0.045
N -5.83847 0.06184 1.23958 -0.272
C -6.76358 -0.38599 2.08404 0.239
C -6.10389 0.57081 -0.10595 -0.415
H -5.40298 -0.65329 5.88445 0.221
H -6.57589 -1.84715 6.43898 0.252
H -5.28468 -2.32918 5.33675 0.223
H -7.59926 -0.43387 4.69201 0.223
H -7.45061 -2.09498 4.12030 0.224
H -4.12891 -0.76291 3.87996 0.252
H -3.72707 0.29388 1.29443 0.298
H -7.82110 -0.44869 1.88685 0.242
H -6.78832 1.41415 -0.03990 0.228
H -6.54564 -0.21988 -0.70878 0.231
H -5.17207 0.89626 -0.56083 0.254
```

=====

Entry 6:
Density functional theory data (ωB97M-V with the def2-TZVPD basis set) for a cluster of 2 separate species, C5H12N in total.

Computed properties:
net charge	+1
2S+1	1
ΔE to the lowest compared entry with this formula, charge and spin	248.2	kJ/mol
LUMO level	-3.4	eV

Structure (XYZ):
```
18
Properties=species:S:1:pos:R:3:nbo_charge:R:1
C 1.65854 -0.19501 -1.55958 -0.087
C 2.63079 0.68704 -1.67848 -0.314
N 0.42980 0.10519 -0.80652 -0.709
H 1.70884 -1.19990 -1.95099 0.240
H 3.57916 0.37187 -2.08641 0.254
H 2.55979 1.67335 -1.23471 0.219
H 0.59760 0.24963 0.19437 0.460
H -0.02268 0.95731 -1.15282 0.447
H -0.30327 -0.61343 -0.84178 0.467
C -1.80829 1.00242 1.28551 -0.669
C -1.33730 -0.34664 1.74483 -0.160
C -1.38516 -1.48567 1.03451 -0.489
H -0.96179 1.69565 1.38965 0.216
H -2.04291 1.05114 0.21763 0.194
H -2.62559 1.43995 1.85647 0.263
H -0.98020 -0.38930 2.77134 0.224
H -0.70957 -2.29083 1.29874 0.221
H -2.17769 -1.66646 0.31177 0.222
```

=====

Entry 7:
Density functional theory data (ωB97M-V with the def2-TZVPD basis set) for the ion C6H10N5 with charge +1 at a distorted geometry.

Computed properties:
SMILES	[H]/N=N/C(=[NH2+])n1nc(C)cc1C
net charge	+1
2S+1	1
ΔE to the lowest compared entry with this formula, charge and spin	391.1	kJ/mol
LUMO level	-6.1	eV

Structure (XYZ):
```
21
Properties=species:S:1:pos:R:3:nbo_charge:R:1
H 4.03669 -0.99822 0.43230 0.365
N 3.32378 -0.39114 0.86304 -0.077
N 2.69805 0.17275 -0.02635 -0.115
C 1.71446 0.92954 -0.25639 0.646
N 1.66426 2.09854 -0.85451 -0.705
N 0.30338 0.28824 -0.11896 -0.175
N -0.72300 1.12565 -0.11903 -0.345
C -1.80310 0.40585 0.28575 0.195
C -3.17664 1.05241 0.42329 -0.643
C -1.48098 -0.89343 0.33697 -0.306
C -0.11721 -0.99572 0.01129 0.187
C 0.70400 -2.19675 -0.14917 -0.671
H 2.31642 2.80729 -1.03551 0.448
H 0.65644 2.38798 -1.01079 0.472
H -3.07941 2.12318 0.74474 0.254
H -3.56060 1.14687 -0.63447 0.244
H -3.62224 0.26864 0.98722 0.236
H -2.23125 -1.76401 0.58087 0.257
H 1.28399 -2.44217 0.72231 0.236
H -0.10872 -2.94004 -0.10919 0.261
H 1.20170 -2.18550 -1.07342 0.234
```

=====

Entry 8:
Density functional theory data (ωB97M-V with the def2-TZVPD basis set) for a cluster of 2 separate species, C2H5NS2 in total at a distorted geometry.

Computed properties:
SMILES	CC=S.N=S
2S+1	1
ΔE to the lowest compared entry with this formula, charge and spin	329.1	kJ/mol
LUMO level (spin up / spin down)	-1.7 / -1.7	eV

Structure (XYZ):
```
10
Properties=species:S:1:pos:R:3:nbo_charge:R:1
C 0.07909 0.24110 -1.19147 -0.691
C 0.90924 0.99713 -0.17072 -0.267
S 1.85317 2.21201 -0.73650 0.035
H 0.65831 -0.62242 -1.53979 0.244
H -0.36920 0.82377 -2.04662 0.248
H -0.85967 -0.12836 -0.58618 0.201
H 0.97352 0.71582 0.93376 0.217
N -1.54933 -1.58117 1.91507 -0.695
S -0.08309 -2.06239 1.59139 0.377
H -1.61204 -0.59549 1.83107 0.331
```